(1)
C25H26Cl4EuN2O3S as an isolated structure at a distorted geometry. Source: the OMol25 dataset; level of theory: wB97M-V/def2-TZVPD.

Output
**LUMO energy**: 2.34 eV
**Relative energy (zero: lowest compared OMol25 entry of this formula, charge and spin)**: 1.7 kcal/mol
**Gap between HOMO and LUMO**: 5.965 eV
**Charge**: -1
**2S+1**: 7
**Calculated total energy**: -115724.8409 eV
**<S²>**: 12.018

Element x y z (Å)
Eu 1.38685 0.54341 -0.06049
Cl 7.55226 0.28675 3.22018
C 5.86016 0.41623 2.87411
C 4.93045 0.28436 3.89008
Cl 5.43890 -0.00765 5.51947
C 3.56833 0.39315 3.58487
Cl 2.37163 0.22484 4.82886
C 3.11505 0.63015 2.29208
O 1.82677 0.74263 2.00500
C 4.07625 0.78474 1.23238
O 3.65342 1.04503 0.02269
C 5.42769 0.65950 1.56612
Cl 6.57847 0.83667 0.28068
N 1.79009 3.19165 0.10426
H 2.73238 3.12910 -0.27634
H 1.89887 3.16176 1.11532
H 1.39253 4.09040 -0.13910
C 1.36131 -4.09352 -0.41632
C 1.86319 -2.74136 -0.25438
N 2.33906 -1.70086 -0.16331
H 1.11853 -4.51134 0.55920
H 2.13418 -4.69399 -0.89372
H 0.46104 -4.07583 -1.03622
O 1.11038 0.34927 -2.22824
S -0.09539 -0.29785 -2.94483
C -0.78696 -1.53636 -2.00181
C -1.14540 -2.65425 -2.78824
C -1.96220 -3.64334 -2.31774
C -2.58032 -3.43201 -1.02713
C -2.23597 -2.41934 -0.21334
C -1.06114 -1.49319 -0.49019
C -1.25639 1.10787 -2.96912
C -2.58410 0.84199 -3.26059
C -3.50092 1.88169 -3.28954
C -3.08845 3.18422 -3.03845
C -1.75120 3.44492 -2.77241
C -0.82968 2.40698 -2.74480
H -0.79445 -2.68366 -3.81763
H -2.24777 -4.48105 -2.93944
H -3.37228 -4.10946 -0.71935
H -2.72362 -2.33213 0.74684
H -0.21711 -1.98930 0.02713
H -2.90340 -0.18260 -3.41515
H -4.54394 1.67044 -3.48969
H -3.80859 3.99273 -3.04799
H -1.42482 4.45985 -2.57964
H 0.21442 2.59559 -2.53246
C -1.32271 -0.63272 2.51349
C -1.78222 0.28911 1.37616
C -1.40047 1.73059 1.75864
C -3.32142 0.27696 1.27864
C -1.08377 -0.02096 0.02641
H -1.66811 -0.25269 3.47999
H -0.23226 -0.68640 2.55195
H -1.71537 -1.64473 2.39756
H -1.96470 2.06939 2.63496
H -1.62277 2.40802 0.92803
H -0.33763 1.80144 2.00430
H -3.77882 0.42224 2.26500
H -3.70278 -0.64920 0.85543
H -3.65477 1.09326 0.63098
H -1.70035 0.51884 -0.70314

Forces on atoms 1 to 3 (eV/Å):
Eu -0.67 0.66 -0.75
Cl 0.01 -0.01 -0.01
C -0.06 0.00 0.02

Results of the Mulliken charge analysis, in e, for atoms 1 through 5:
1 Eu 1.206
2 Cl -0.229
3 C 0.040
4 C 0.415
5 Cl -0.233

---

(2)
A 2-piece molecular cluster, C25H26F6N3 overall at a distorted geometry. Source: the OMol25 dataset; level of theory: wB97M-V/def2-TZVPD.

Output
**LUMO energy**: -4.86 eV
**Relative energy (zero: lowest compared OMol25 entry of this formula, charge and spin)**: 21.8 kcal/mol
**Gap between HOMO and LUMO**: 6.134 eV
**Charge**: +1
**Calculated total energy**: -47115.1615 eV

Element x y z (Å)
C 5.42536 2.84934 1.44668
N 5.37689 1.75711 0.50830
C 6.60725 1.47020 -0.21280
C 6.60311 2.25645 -1.49338
F 7.71918 2.11303 -2.25042
F 5.52309 1.88200 -2.26752
F 6.44125 3.60172 -1.23418
C 4.21701 1.06866 0.27351
C 4.17033 -0.35083 0.28027
C 2.95974 -0.99525 0.12846
C 1.75882 -0.27592 -0.16870
C 0.52805 -0.99533 -0.22604
C -0.75523 -0.42045 -0.48396
C -1.81679 -1.27606 -0.90063
C -3.04417 -0.77279 -1.27818
C -3.26307 0.62969 -1.30109
N -4.47912 1.19224 -1.66499
C -4.87690 1.37064 -3.04045
C -5.48485 1.53401 -0.66295
C -5.21063 2.86584 -0.02539
F -6.25144 3.32872 0.72330
F -4.11503 2.79073 0.80713
F -4.92720 3.82171 -0.97628
C -2.21868 1.48038 -0.87596
C -1.06404 0.96133 -0.33510
C 1.90611 1.12340 -0.42542
C 3.04432 1.79725 -0.03937
H 4.64210 2.71725 2.20584
H 6.40679 2.85107 1.93906
H 5.27021 3.82178 0.95543
H 7.45427 1.81022 0.39445
H 6.64285 0.40672 -0.47160
H 5.09647 -0.89652 0.47103
H 2.91526 -2.08092 0.21808
H 0.62360 -2.06074 -0.43832
H -1.64537 -2.35241 -0.92172
H -3.86295 -1.42998 -1.58024
H -4.22761 0.77869 -3.69810
H -5.92172 1.05129 -3.16248
H -4.80178 2.43063 -3.33872
H -6.45834 1.59635 -1.15982
H -5.45541 0.78921 0.14581
H -2.36825 2.55675 -0.98491
H -0.39351 1.64351 0.18708
H 1.12883 1.69147 -0.93215
H 3.10422 2.89034 -0.05614
N 0.03744 -2.21821 1.69468
C -0.93798 -3.20690 1.87589
C -2.15589 -2.88984 2.50636
C -3.21932 -3.79477 2.44810
C -3.07399 -5.01309 1.76859
C -1.84013 -5.35080 1.19455
C -0.75909 -4.46751 1.28068
H 1.00360 -2.52992 1.78602
H -0.13859 -1.33948 2.17399
H -2.25217 -1.93256 3.02338
H -4.16419 -3.54929 2.94032
H -3.91995 -5.69927 1.69188
H -1.71761 -6.31008 0.68416
H 0.21487 -4.72079 0.85396

Forces on atoms 1 to 3 (eV/Å):
C -0.55 0.85 0.12
N 0.95 -0.57 0.20
C -0.53 -0.29 0.46

Results of the natural (NBO) charge analysis, in e, for atoms 1 through 5:
1 C -0.407
2 N -0.434
3 C -0.291
4 C 0.966
5 F -0.307